1.
# C4H11N4

A 2-piece molecular cluster, C4H11N4 overall at a distorted geometry (ωB97M-V/def2-TZVPD, the OMol25 dataset).

Structure (XYZ):
```
19
Properties=species:S:1:pos:R:3
C -0.524 -0.271 0.128
C 2.275 -1.717 0.563
C 2.137 1.551 -0.820
C -3.958 -0.153 0.139
N -1.626 -0.277 -0.197
N 2.680 -0.513 0.156
N 2.035 0.570 0.248
N -2.855 -0.415 -0.735
H 0.908 0.295 0.324
H 1.247 -1.811 0.800
H 3.028 -2.462 0.530
H 2.070 2.578 -0.315
H 3.038 1.335 -1.343
H 1.210 1.625 -1.365
H -3.559 -0.207 1.201
H -4.594 0.752 -0.192
H -4.578 -1.095 -0.006
H 3.610 -0.357 -0.359
H -2.859 0.100 -1.573
```

Output
Calculated total energy in eV: -10274.916
M in g mol⁻¹: 115.16
Charge: +1
ΔE to the lowest compared entry with this formula, charge and spin in kcal per mole: 144.7

Atomic partial charges in e from the Löwdin method, atoms 1 to 2: number 1, C, carries 0.14; number 2, C, carries 0.15



2.
# C4H11N4

C4H11N4 as an isolated structure at a distorted geometry (ωB97M-V/def2-TZVPD, the OMol25 dataset).

Structure (XYZ):
```
19
Properties=species:S:1:pos:R:3
C 0.082 0.982 -1.057
C 1.068 0.425 0.626
C 0.062 -1.428 -0.708
C -1.103 -0.768 1.222
N -0.259 -0.237 -1.541
N 0.186 1.994 -1.921
N 0.818 1.192 1.657
N 0.257 -0.886 0.677
H -0.690 -2.285 -0.660
H 0.988 -1.828 -0.960
H -1.564 -0.045 0.733
H -1.731 -1.628 1.139
H -1.237 -0.717 2.289
H -0.297 -0.369 -2.592
H 0.636 2.793 -1.470
H 0.223 1.753 -2.884
H 1.710 1.615 1.982
H 0.134 1.063 2.370
H 0.718 -1.627 1.097
```

Output
Calculated total energy in eV: -10276.343
M in g mol⁻¹: 115.16
Charge: +1
ΔE to the lowest compared entry with this formula, charge and spin in kcal per mole: 111.8

Atomic partial charges in e from the Löwdin method, atoms 1 to 2: number 1, C, carries -0.18; number 2, C, carries -0.14



| no. | highest occupied orbital energy (eV) |
| --- | --- |
| 1 | -13.19 |
| 2 | -11.76 |